DFT (ωB97M-V/def2-TZVPD) results for C24H48BBr2FIN2O7P as an isolated structure.

Each line ends with the Löwdin charge.
Positions of all 87 atoms, in Å:
C1 -4.84049 -1.07413 -0.35531  -0.09
C2 -5.25310 0.20873 -1.17368  -0.27
O1 -4.45831 1.35322 -0.89852  -0.18
C3 -4.83698 1.97692 0.32410  -0.19
C4 -4.16191 3.38539 0.50494  -0.16
O2 -2.79999 3.12369 0.85079  -0.19
C5 -1.93144 4.22344 0.56756  -0.17
C6 -1.12571 4.07206 -0.75932  -0.16
O3 0.03694 3.24803 -0.62029  -0.20
C7 -0.38732 1.86539 -0.64033  -0.21
C8 0.86576 0.88758 -0.77500  -0.28
B1 1.43003 1.51369 -2.18715  -0.47
C9 2.58090 2.62156 -2.32707  0.00
O4 0.83103 1.15103 -3.45432  -0.01
C10 1.85812 0.89010 0.49771  -0.47
Br1 1.41205 2.21187 1.96219  0.95
C11 3.39993 0.79262 0.30591  -0.16
C12 4.35543 1.89324 0.88741  -0.40
C13 4.13787 3.38312 0.45270  -0.11
C14 4.68146 1.71667 2.44643  -0.10
N1 1.33760 -0.37298 1.19700  0.05
C15 0.15444 -1.08732 0.59938  -0.41
C16 -1.25939 -0.91827 1.25194  -0.16
C17 -1.42085 0.09572 2.46388  -0.17
C18 -0.89553 -0.39312 3.84578  -0.24
F1 -1.67925 -1.48635 4.23178  -0.08
C19 0.43391 -2.64566 0.74090  -0.56
Br2 0.62958 -3.19397 2.66297  0.82
C20 -0.56698 -3.55515 -0.07531  -0.27
C21 -0.89094 -4.90043 0.69756  -0.15
C22 0.37969 -0.64493 -0.93384  -0.67
I1 -1.41712 -0.91556 -2.20739  1.19
P1 1.63135 -1.55256 -2.00679  0.90
C23 3.26369 -2.02523 -1.30633  -0.28
C24 1.00130 -2.67087 -3.35034  -0.34
H1 -5.15575 -1.97788 -0.94166  0.08
H2 -5.38514 -1.16033 0.62176  0.08
H3 -3.73674 -1.17025 -0.21641  0.01
H4 -5.09034 -0.04979 -2.25313  0.12
H5 -6.35258 0.37444 -1.06244  0.12
H6 -4.47843 1.31443 1.16278  0.12
H7 -5.95408 2.03055 0.44481  0.13
H8 -4.64748 3.81565 1.42527  0.14
H9 -4.29425 4.03546 -0.38963  0.14
H10 -1.27659 4.37195 1.46591  0.13
H11 -2.54558 5.15901 0.46993  0.13
H12 -1.76681 3.77659 -1.62768  0.14
H13 -0.72627 5.09217 -1.00849  0.14
H14 -1.06238 1.59919 0.20558  0.10
H15 -1.02618 1.82105 -1.56664  0.08
H16 2.64923 3.00569 -3.38143  0.08
H17 3.60873 2.28732 -2.06223  0.06
H18 2.33839 3.53366 -1.71581  0.07
H19 0.16004 1.83880 -3.59577  0.10
H20 3.72934 0.60973 -0.74875  0.10
H21 3.74818 -0.14821 0.82387  0.12
H22 5.35324 1.63534 0.42837  0.13
H23 4.56748 4.07857 1.22235  0.08
H24 3.08387 3.69845 0.30064  0.03
H25 4.68183 3.60994 -0.49879  0.08
H26 5.71045 1.31988 2.60984  0.08
H27 3.93981 1.01493 2.90275  0.05
H28 4.65776 2.72359 2.93386  0.07
H29 1.23462 -0.13387 2.19634  0.08
H30 2.00337 -1.16057 1.28654  0.12
H31 -1.69562 -1.86879 1.65875  0.12
H32 -2.05379 -0.56502 0.54003  0.05
H33 -2.53887 0.13465 2.60828  0.12
H34 -1.15621 1.14965 2.22868  0.06
H35 -1.04657 0.40900 4.61479  0.13
H36 0.17595 -0.68400 3.89426  0.06
H37 1.44594 -2.92259 0.33735  0.07
H38 -0.04452 -3.90424 -1.00103  0.09
H39 -1.55464 -3.09081 -0.27872  0.06
H40 0.02520 -5.48314 0.93074  0.07
H41 -1.46066 -5.50959 -0.05644  0.09
H42 -1.58558 -4.75735 1.55663  0.06
H43 3.55292 -3.06429 -1.62701  0.07
H44 3.33406 -2.04964 -0.18302  0.03
H45 4.09176 -1.35614 -1.64389  0.04
H46 0.65399 -2.13712 -4.26831  0.03
H47 0.27260 -3.45993 -3.02787  0.03
H48 1.89731 -3.26192 -3.69914  0.06
N2 0.80870 -6.93428 -1.36417  -0.65
O5 0.63228 -7.80509 -0.49110  -0.07
O6 1.90690 -6.33448 -1.44019  -0.11
O7 -0.12465 -6.62792 -2.14033  -0.10

As for the total energy: -7490.900898 Ha. The calculation puts the frontier orbital gap at 5.41 eV. The LUMO energy comes out at -1.220 eV. As for the HOMO energy: -6.6 eV.